Entry from OMol25: a cluster of 3 separate species, C4H6N3 in total in a non-equilibrium geometry (ωB97M-V/def2-TZVPD).

Positions of all 13 atoms, in Å:
C -2.46784 2.00343 2.51912
C -1.74485 1.40668 1.77308
C -0.92038 0.85382 0.92161
C 1.27995 -2.15372 -0.19186
N -0.35577 0.20577 0.14813
N 1.12547 -1.12536 -1.00623
N 0.50791 0.05658 -0.78709
H -3.35507 2.23345 3.07475
H 0.59493 -2.27608 0.64451
H 1.65424 -3.07669 -0.45764
H 1.46062 1.48297 -2.61992
H 1.52110 -1.03825 -1.94080
H 0.69969 1.42740 -2.07766

The value obtained for the energy is -8700.1818 eV. For the energy above the lowest of the compared OMol25 structures with the same formula, charge and spin, the calculation gives 802.97 kJ/mol. Its HOMO energy (spin up / spin down) is -0.4939 / -0.4939 Eh. Its charge is +1. The orbital gap (spin up / spin down) comes out at 7.9 / 7.8 eV.